[1]
Below is C2H4N4OS in the gas phase in a non-equilibrium geometry, with properties calculated with the ωB97M-V functional and the def2-TZVPD basis.

Properties
Highest occupied orbital energy (eV): -9.171
Total charge: 0
Energy relative to the best compared isomer or geometry (same formula, charge and spin) (kJ/mol): 404.6
Total energy (eV): -20976.8209
Lowest unoccupied orbital energy (eV): 0.0
Structure (SMILES): N/N=c1\o[nH]nc1S
Frontier orbital gap (eV): 9.21
Spin multiplicity: 1

The geometry in XYZ format:
```
12
Properties=species:S:1:pos:R:3:forces:R:3
N -0.9046 1.6419 -1.7115 3.14 -1.59 -2.50
N 0.1272 0.6983 -1.3258 -1.15 0.92 -0.37
C -0.1591 0.0350 -0.3143 -2.67 -2.35 1.15
O -1.4739 -0.0941 0.3848 4.34 0.35 0.68
N -0.9255 -0.6924 1.7854 0.24 4.15 0.42
N 0.3524 -1.1312 1.5866 1.24 -0.84 -3.56
C 0.7335 -0.9377 0.3303 -0.04 0.60 2.41
S 2.2831 -1.4786 -0.4204 -1.78 -1.26 2.05
H -1.2155 1.9846 -0.8642 -1.19 1.55 1.83
H -0.2941 2.2915 -2.2357 -1.25 0.12 0.53
H -0.6369 0.2867 2.3549 -1.69 -2.80 -1.50
H 2.1134 -2.6040 0.4298 0.80 1.15 -1.14
```
Forces are in eV/Å.

Atomic partial charges in e from the natural (NBO) method, atoms 1 to 4: -0.627, -0.273, 0.382, -0.427

[2]
Below is C2H4N4OS in the gas phase in a non-equilibrium geometry, with properties calculated with the ωB97M-V functional and the def2-TZVPD basis.

Properties
Highest occupied orbital energy (eV): -8.351
Total charge: 0
Energy relative to the best compared isomer or geometry (same formula, charge and spin) (kJ/mol): 215.4
Total energy (eV): -20978.7819
Lowest unoccupied orbital energy (eV): 0.3
Structure (SMILES): Nn1c(O)n[nH]c1=S
Frontier orbital gap (eV): 8.64
Spin multiplicity: 1

The geometry in XYZ format:
```
12
Properties=species:S:1:pos:R:3:forces:R:3
N -0.1429 1.6168 -0.0760 -1.18 5.13 2.85
N -0.0392 0.3035 -0.0113 0.11 -2.32 -2.41
C 1.2179 -0.4418 -0.1062 -2.95 4.11 1.37
O 2.3199 0.2054 -0.0244 1.29 3.55 0.44
N 0.9834 -1.6303 0.0990 -0.35 -3.68 -0.78
N -0.3747 -1.7208 0.0476 -4.24 -5.87 -2.52
C -1.0819 -0.5657 -0.1878 -0.22 -0.15 3.07
S -2.7848 -0.1506 0.0292 2.56 -0.73 -0.98
H -0.2710 1.9562 0.9882 0.15 -0.59 -3.03
H -1.0288 2.0200 -0.5706 1.94 -1.66 0.85
H 2.0461 1.1910 0.1651 0.86 -2.26 -0.78
H -0.8441 -2.7838 -0.3529 2.03 4.47 1.92
```
Forces are in eV/Å.

Atomic partial charges in e from the natural (NBO) method, atoms 1 to 4: -0.665, -0.287, 0.622, -0.625

[3]
Below is C2H4N4OS in the gas phase in a non-equilibrium geometry, with properties calculated with the ωB97M-V functional and the def2-TZVPD basis.

Properties
Highest occupied orbital energy (eV): -8.985
Total charge: 0
Energy relative to the best compared isomer or geometry (same formula, charge and spin) (kJ/mol): 281.1
Total energy (eV): -20978.1016
Lowest unoccupied orbital energy (eV): -0.4
Structure (SMILES): Nn1cnc(=S)n1O
Frontier orbital gap (eV): 8.59
Spin multiplicity: 1

The geometry in XYZ format:
```
12
Properties=species:S:1:pos:R:3:forces:R:3
N 2.6115 0.2782 0.3578 0.40 -0.45 -4.05
N 1.4096 -0.1474 -0.2720 0.64 2.90 1.47
C 1.0192 -1.3919 -0.2619 0.10 -4.48 -0.35
N -0.2398 -1.5949 -0.0354 -0.01 -0.60 -0.90
C -0.7957 -0.3389 0.0577 0.02 -0.33 1.25
S -2.3541 0.0675 0.1104 -0.51 0.38 -0.30
N 0.2750 0.5297 0.2637 -0.36 1.61 -1.60
O 0.1996 1.8176 -0.3171 1.59 -0.03 1.09
H 2.8225 1.1024 -0.2186 0.44 -0.21 1.06
H 2.4365 0.4846 1.2917 -0.50 0.61 1.90
H 1.7082 -2.2480 -0.5212 -0.60 1.28 0.67
H -0.6333 1.9656 -0.7555 -1.19 -0.68 -0.24
```
Forces are in eV/Å.

Atomic partial charges in e from the natural (NBO) method, atoms 1 to 4: -0.624, -0.124, 0.294, -0.485

[4]
Below is C2H4N4S2 in the gas phase, with properties calculated with the ωB97M-V functional and the def2-TZVPD basis.

Properties
Highest occupied orbital energy (eV): -8.502
Total charge: 0
Energy relative to the best compared isomer or geometry (same formula, charge and spin) (kJ/mol): 95.9
Total energy (eV): -29768.3355
Lowest unoccupied orbital energy (eV): 0.3
Structure (SMILES): [H]/N=C1\NNC(=S)NS1
Frontier orbital gap (eV): 8.82
Spin multiplicity: 1

The geometry in XYZ format:
```
12
Properties=species:S:1:pos:R:3:forces:R:3
H -3.3376 1.4440 -0.2302 -0.03 -0.23 -0.03
N -3.0552 0.4614 -0.1638 0.27 0.38 0.08
C -1.7979 0.3429 -0.0823 -0.17 -0.62 -0.01
N -0.8141 1.3089 -0.2433 0.06 -0.04 0.09
N 0.4298 1.0901 0.4556 -0.54 -0.06 -0.06
C 1.1926 0.0424 0.0167 0.56 -0.19 -0.24
S 2.8503 0.0942 -0.0504 -0.40 -0.01 0.05
N 0.4425 -1.0192 -0.3633 -0.49 0.29 0.31
S -1.1454 -1.2827 0.2458 0.07 0.45 -0.13
H -1.1688 2.2394 -0.0611 0.17 0.01 0.02
H 0.9486 1.9459 0.5349 0.19 0.15 0.04
H 0.8903 -1.8143 -0.7738 0.30 -0.12 -0.11
```
Forces are in eV/Å.

Atomic partial charges in e from the natural (NBO) method, atoms 1 to 4: 0.339, -0.675, 0.270, -0.477

[5]
Below is a gas-phase ion, C2H4N5 (charge +1) in a non-equilibrium geometry, with properties calculated with the ωB97M-V functional and the def2-TZVPD basis.

Properties
Highest occupied orbital energy (eV): -15.314
Total charge: +1
Energy relative to the best compared isomer or geometry (same formula, charge and spin) (kJ/mol): 274.0
Total energy (eV): -9576.8454
Lowest unoccupied orbital energy (eV): -5.8
Frontier orbital gap (eV): 9.52
Spin multiplicity: 1

The geometry in XYZ format:
```
11
Properties=species:S:1:pos:R:3:forces:R:3
C -0.0797 0.0865 0.7024 2.59 2.15 -1.69
C 1.1609 0.6719 -1.3142 -2.38 0.78 -1.68
N -0.0552 -0.8563 1.4085 -1.26 -1.08 1.01
N -2.8885 -1.3026 0.7424 -4.09 0.70 -1.74
N -0.9348 -1.7783 1.8627 2.22 -1.06 2.09
N -2.0449 -1.5622 1.3711 1.79 -0.10 -0.19
N 0.4968 0.9568 -0.0695 -2.00 -1.90 1.15
H 0.4769 0.8764 -2.2008 1.15 0.03 1.11
H 1.5361 -0.2821 -1.3793 0.42 -2.49 0.14
H 1.9907 1.2705 -1.1993 1.90 1.69 -0.85
H 0.3418 1.9195 0.0760 -0.34 1.27 0.66
```
Forces are in eV/Å.

Atomic partial charges in e from the natural (NBO) method, atoms 1 to 4: 0.625, -0.410, -0.116, 0.160

[6]
Below is 2 unconnected molecules or ions with the total composition C2H4N5 in a non-equilibrium geometry, with properties calculated with the ωB97M-V functional and the def2-TZVPD basis.

Properties
Highest occupied orbital energy (spin up / spin down) (eV): -13.453 / -17.929
Total charge: +1
Energy relative to the best compared isomer or geometry (same formula, charge and spin) (kJ/mol): 0.0
Total energy (eV): -9577.8590
Lowest unoccupied orbital energy (spin up / spin down) (eV): -3.9 / -8.4
Frontier orbital gap (spin up / spin down) (eV): 9.57 / 9.53
Spin multiplicity: 3

The geometry in XYZ format:
```
11
Properties=species:S:1:pos:R:3:forces:R:3
C 0.9649 0.0786 -0.8141 2.79 0.38 -4.78
C 0.1361 -0.2825 1.0779 -2.10 -2.80 2.91
N -3.3142 0.4459 -0.5246 1.57 -0.44 0.81
N 0.2759 -1.1934 -0.7369 -0.14 -0.02 -3.11
N -0.1928 -1.3749 0.3383 -0.02 0.56 2.36
N -2.3504 0.2029 -0.0502 -2.02 0.74 -0.98
N 0.8447 0.6085 0.4706 0.42 2.80 1.20
H 1.9922 -0.3169 -0.9154 0.18 0.95 -0.78
H 0.6305 0.7249 -1.7176 0.55 -1.00 1.56
H -0.2926 -0.4091 2.0238 0.05 1.11 1.68
H 1.3058 1.5159 0.8483 -1.28 -2.28 -0.86
```
Forces are in eV/Å.

Atomic partial charges in e from the natural (NBO) method, atoms 1 to 4: -0.124, 0.258, 0.097, 0.116

Q: The highest energy relative to the best compared isomer or geometry (same formula, charge and spin) belongs to which entry?
A: number 1